Record 1
# C4H8NO

An isolated ion of composition C4H8NO and charge +1 in a non-equilibrium geometry (wB97M-V/def2-TZVPD, the Open Molecules 2025 dataset).

```
! RIJCOSX wB97M-V def2-TZVPD def2/J DEFGRID3
* xyz 1 1
C -0.66562 -0.69623 -0.80874
C -2.06405 -0.81656 -0.61786
C 1.47956 1.16635 1.42811
C 1.27293 0.45381 0.06202
N -0.07528 0.14733 -0.08582
O -2.94285 -1.56611 -1.13494
H -0.09464 -1.32964 -1.47683
H -2.57953 -0.08512 -0.02220
H 2.59398 1.48742 1.51894
H 0.86148 1.97629 1.52257
H 1.55407 0.51281 2.31348
H 2.00305 -0.34870 -0.21575
H 1.56762 1.32977 -0.56600
H -2.91072 -2.23142 -1.91699
*
```

Its electronic energy is -7805.240 eV. As for the energy above the lowest of the compared OMol25 structures with the same formula, charge and spin: 276.17 kJ/mol. For the frontier orbital gap, the calculation gives 8.31 eV.

Mulliken analysis output, partial charges in e: atom 1 (C): -0.125, atom 2 (C): 0.161, atom 3 (C): -1.130, atom 4 (C): -0.270, atom 5 (N): -0.160, atom 6 (O): -0.350, atom 7 (H): 0.385, atom 8 (H): 0.381, atom 9 (H): 0.334, atom 10 (H): 0.359, atom 11 (H): 0.339, atom 12 (H): 0.395, atom 13 (H): 0.243, atom 14 (H): 0.435

***

Record 2
# C4H8NO

A 2-piece molecular cluster, C4H8NO overall in a non-equilibrium geometry (wB97M-V/def2-TZVPD, the Open Molecules 2025 dataset).

```
! RIJCOSX wB97M-V def2-TZVPD def2/J DEFGRID3
* xyz 1 1
C 2.34356 -1.17916 -1.23172
C -0.91662 0.74692 -0.91679
C 0.20086 0.90710 0.04379
C -1.41715 -0.05725 1.71066
N -0.87618 0.36180 0.46157
O 1.87690 -0.60401 -0.31561
H 3.13224 -1.98195 -0.94256
H 1.82651 -1.07510 -2.20689
H -1.62653 1.52881 -1.18767
H -0.74981 0.00153 -1.70168
H 0.95824 1.62422 0.19762
H -2.04485 -0.91393 1.71309
H -0.56304 -0.13288 2.29872
H -2.14412 0.77391 2.07747
*
```

Its electronic energy is -7804.308 eV. As for the energy above the lowest of the compared OMol25 structures with the same formula, charge and spin: 366.16 kJ/mol. For the frontier orbital gap, the calculation gives 10.13 eV.

Mulliken analysis output, partial charges in e: atom 1 (C): -0.080, atom 2 (C): -0.340, atom 3 (C): 0.131, atom 4 (C): -0.672, atom 5 (N): 0.066, atom 6 (O): -0.358, atom 7 (H): 0.263, atom 8 (H): 0.228, atom 9 (H): 0.281, atom 10 (H): 0.185, atom 11 (H): 0.348, atom 12 (H): 0.328, atom 13 (H): 0.315, atom 14 (H): 0.305

***

Record 3
# C4H8NO

An isolated ion of composition C4H8NO and charge +1 in a non-equilibrium geometry (wB97M-V/def2-TZVPD, the Open Molecules 2025 dataset).

```
! RIJCOSX wB97M-V def2-TZVPD def2/J DEFGRID3
* xyz 1 1
C 0.01531 -0.66674 0.96244
C -0.77553 -1.10748 1.85503
C 0.16084 0.25617 -0.09945
C -0.10174 -0.08770 -1.48157
N 1.25650 -0.00643 0.80011
O -0.24186 1.72186 0.26020
H -0.57632 -1.42025 2.82774
H -1.78169 -1.11080 1.44251
H 0.67662 -0.02330 -2.16056
H -1.05065 0.51770 -1.75567
H -0.44309 -1.25756 -1.52834
H 0.26550 1.88502 1.16623
H 2.11893 -0.43446 0.63222
H 0.06457 2.26460 -0.57508
*
```

Its electronic energy is -7803.922 eV. As for the energy above the lowest of the compared OMol25 structures with the same formula, charge and spin: 403.36 kJ/mol. For the frontier orbital gap, the calculation gives 9.90 eV.

Mulliken analysis output, partial charges in e: atom 1 (C): -0.063, atom 2 (C): -0.721, atom 3 (C): 1.142, atom 4 (C): -1.256, atom 5 (N): -0.568, atom 6 (O): -0.413, atom 7 (H): 0.335, atom 8 (H): 0.237, atom 9 (H): 0.366, atom 10 (H): 0.410, atom 11 (H): 0.337, atom 12 (H): 0.495, atom 13 (H): 0.240, atom 14 (H): 0.459

***

Record 4
# C4H8NO

An isolated ion of composition C4H8NO and charge +1 in a non-equilibrium geometry (wB97M-V/def2-TZVPD, the Open Molecules 2025 dataset).

```
! RIJCOSX wB97M-V def2-TZVPD def2/J DEFGRID3
* xyz 1 1
C 1.46287 2.03291 0.31789
C 0.52751 -0.02644 -0.74547
C -0.91664 -0.47354 -0.33744
C -1.37245 -1.22534 1.00099
N 1.06199 0.98672 -0.21419
O 1.10823 -0.81967 -1.58294
H -2.45526 -1.25030 0.94707
H 1.30039 2.99882 -0.15152
H -1.19354 -1.13771 -1.15326
H 2.01665 1.99837 1.25154
H -1.52221 0.42979 -0.40267
H -0.96935 -2.23096 1.02008
H -1.07179 -0.67649 1.88762
H 2.02359 -0.60616 -1.83770
*
```

Its electronic energy is -7807.088 eV. As for the energy above the lowest of the compared OMol25 structures with the same formula, charge and spin: 97.89 kJ/mol. The structure (SMILES) is C=[N+]=C(O)CC. For the frontier orbital gap, the calculation gives 11.33 eV.

Mulliken analysis output, partial charges in e: atom 1 (C): -0.187, atom 2 (C): 0.568, atom 3 (C): -0.602, atom 4 (C): -0.972, atom 5 (N): -0.023, atom 6 (O): -0.373, atom 7 (H): 0.320, atom 8 (H): 0.284, atom 9 (H): 0.305, atom 10 (H): 0.282, atom 11 (H): 0.365, atom 12 (H): 0.324, atom 13 (H): 0.336, atom 14 (H): 0.373